Entry 1:
A gas-phase ion, C4H12N4O2 (charge +2) at a distorted geometry, computed with wB97M-V/def2-TZVPD.

Computed properties:
**Structure (SMILES)**: [H]/N=[NH+]/OC/C=N/[NH2+]CCO
**Orbital gap**: 8.73 eV
**Charge**: +2
**F_max**: 0.1333 hartree/bohr

Structure (XYZ):
```
22
Properties=species:S:1:pos:R:3:forces:R:3
C -1.16130 0.97421 1.70008 -1.1 -2.0 -2.5
C -2.39849 0.92616 0.72027 -0.4 0.6 2.8
C 1.60109 -0.99139 -1.30218 -0.2 -2.5 -1.3
C 0.87690 0.12138 -0.79162 -0.8 0.9 2.4
N 2.50217 -3.32394 -1.55483 -0.1 -0.4 -0.3
N 0.81354 0.27327 0.45334 0.6 0.0 1.5
N 0.10736 1.43363 1.01400 -2.9 -1.8 -5.9
N 2.78373 -2.80075 -0.48768 -1.3 -3.5 -2.5
O -1.93414 0.74007 -0.55437 2.2 -1.1 0.3
O 2.43570 -1.62947 -0.23731 -1.2 4.1 0.0
H -1.38675 1.68145 2.39937 -0.3 1.8 2.2
H -1.03233 -0.01796 2.15402 0.6 0.5 -0.2
H -3.15375 0.21807 1.17610 1.0 0.0 -0.9
H -2.92317 1.87172 0.81094 0.0 0.5 -0.1
H 0.85432 -1.70098 -1.80315 1.0 0.4 1.1
H 2.20077 -0.68991 -2.13032 1.0 0.2 -0.5
H 0.30893 0.69521 -1.46171 -0.5 0.9 -1.3
H 2.55975 -4.35860 -1.59459 0.8 0.5 0.3
H -0.11504 2.06441 0.07782 0.5 -0.9 3.5
H 0.70642 1.70646 1.71473 2.0 1.9 1.7
H 3.04945 -3.29924 0.32822 1.0 -0.7 1.5
H -2.59613 0.89287 -1.17637 -1.9 0.4 -1.7
```
Forces are in eV/Å.

=====

Entry 2:
A gas-phase ion, C4H12N4O3PS (charge +1) at a distorted geometry, computed with wB97M-V/def2-TZVPD.

Computed properties:
**Structure (SMILES)**: N=P(O)(O)N/C(NC[C@H]1CO1)=[NH+]/S
**Orbital gap**: 9.06 eV
**Charge**: +1
**F_max**: 0.0741 hartree/bohr

Structure (XYZ):
```
25
Properties=species:S:1:pos:R:3:forces:R:3
N 2.91776 -1.95572 1.53660 -0.1 0.4 -0.1
P 2.22333 -1.20088 0.42815 0.3 -0.4 0.6
O 0.99988 -1.97545 -0.22684 0.1 0.3 0.0
O 3.12189 -0.74430 -0.83006 -0.6 0.0 -0.4
N 1.55335 0.30290 0.93972 0.4 0.5 -0.7
C 0.66573 1.04776 0.16046 0.1 0.4 -0.3
N -0.29853 1.77622 0.76214 0.4 -0.5 0.7
C -1.73057 1.36665 0.60969 0.2 0.1 -0.9
C -1.88085 -0.10674 0.33128 -1.0 2.0 -0.2
C -3.29192 -0.50634 -0.13016 2.1 -3.0 0.9
O -1.93086 -0.54222 -0.95021 0.0 -0.9 0.4
N 0.80748 1.05603 -1.14705 -0.5 -0.4 -0.1
S -0.17569 1.93896 -2.24951 0.1 0.1 -0.1
H 2.94024 -1.56358 2.46536 0.1 -0.3 0.1
H 0.87691 -1.89859 -1.17954 -0.2 0.0 0.0
H 3.32009 -1.44332 -1.46902 0.3 -0.1 0.1
H 2.28293 0.89435 1.33519 -0.1 -0.1 0.4
H -0.03937 1.89561 1.73463 -0.3 -0.1 0.1
H -2.16748 1.87401 -0.24621 -0.1 0.2 0.2
H -2.26622 1.61952 1.51846 0.2 0.2 0.1
H -1.38571 -0.80773 1.00730 -0.1 0.2 0.3
H -3.24993 -1.38823 0.55881 -0.1 -0.5 -0.6
H -3.93352 -1.05007 -0.81925 -1.2 2.0 -0.5
H 1.57596 0.52373 -1.54159 0.2 0.0 0.2
H -0.93490 0.88744 -2.59836 -0.1 0.0 0.1
```
Forces are in eV/Å.

=====

Entry 3:
4 unconnected molecules or ions with the total composition C4H12N4O8 at a distorted geometry, computed with wB97M-V/def2-TZVPD.

Computed properties:
**Structure (SMILES)**: C[N+](=O)[O-].C[N+](=O)[O-].C[N+](=O)[O-].C[N+](=O)[O-]
**Orbital gap**: 9.54 eV
**F_max**: 0.0890 hartree/bohr

Structure (XYZ):
```
28
Properties=species:S:1:pos:R:3:forces:R:3
C -25.18954 -1.38456 -11.59242 -0.6 0.1 -0.3
N -24.03444 -0.46241 -11.44716 2.5 -1.2 -2.2
O -24.27358 0.67978 -11.24471 -0.7 2.4 1.0
O -22.87097 -0.86036 -11.69862 -2.0 0.8 -0.2
H -25.15792 -1.69528 -12.63672 -0.1 -0.2 0.2
H -26.10774 -0.84027 -11.37157 1.8 -0.6 -0.2
H -24.93888 -2.18507 -10.89640 -1.9 0.4 -1.6
C -24.70122 -3.20697 -8.32478 -1.8 -0.7 -0.4
N -23.52320 -2.75793 -9.12546 1.2 -1.1 2.7
O -22.45808 -2.81635 -8.51128 -0.9 0.4 -0.8
O -23.67210 -2.44528 -10.27074 2.9 -2.5 2.5
H -25.58027 -3.34629 -8.95403 0.2 0.5 -0.6
H -25.03120 -2.52831 -7.53824 0.8 0.1 0.0
H -24.58038 -4.23103 -7.97152 0.8 0.3 0.4
C -26.94822 -0.36628 -14.44308 0.7 0.8 0.2
N -27.54325 0.43800 -13.26208 0.5 -0.2 0.9
O -28.34399 1.29724 -13.51652 -0.2 0.0 -0.4
O -27.15659 0.22022 -12.09169 -1.1 2.0 -3.8
H -25.87241 -0.36974 -14.26779 -0.1 -0.4 0.3
H -27.05249 0.20461 -15.36575 -0.6 0.1 0.3
H -27.36253 -1.36795 -14.55756 -0.1 0.2 0.5
C -28.56715 -1.36383 -10.92791 -0.1 -0.9 0.5
N -28.55545 -2.25310 -12.13382 1.8 -0.4 0.2
O -29.59365 -2.42999 -12.67992 -1.9 0.0 -0.8
O -27.50974 -2.77569 -12.52171 -0.2 0.5 0.8
H -29.33972 -0.62556 -11.14286 0.3 0.0 0.3
H -27.56060 -0.97508 -10.77348 -1.1 -0.5 0.4
H -28.86123 -2.01430 -10.10419 -0.2 0.0 0.0
```
Forces are in eV/Å.

=====

Entry 4:
3 unconnected molecules or ions with the total composition C4H12N5O at a distorted geometry, computed with wB97M-V/def2-TZVPD.

Computed properties:
**Orbital gap**: 9.76 eV
**Charge**: +1
**F_max**: 0.0886 hartree/bohr

Structure (XYZ):
```
22
Properties=species:S:1:pos:R:3:forces:R:3
C -1.47933 0.99855 0.25106 -1.9 0.1 4.1
C 1.47842 -1.23690 0.03870 1.7 -2.3 -1.3
C 2.58445 -2.16496 -0.19005 0.1 -1.2 1.1
C -3.39237 -0.51986 -0.09716 -2.4 2.0 -0.8
N -2.59146 0.36617 0.41344 -1.2 -2.1 -1.3
N -0.90249 1.46034 1.34824 3.7 2.2 -1.4
N -3.20174 -1.63529 -0.80884 3.8 0.1 0.5
N 2.67850 1.88426 -0.12417 -0.4 0.2 1.7
N 0.52855 -0.65052 0.21574 -1.6 1.1 0.2
O 1.40013 2.35839 -0.52289 0.1 -2.2 -1.8
H -1.21610 1.47523 -0.62306 1.1 0.2 -2.3
H 3.31570 -1.90688 0.56328 0.4 -0.2 0.3
H 3.10592 -2.20515 -1.12675 -0.2 0.8 -0.8
H 2.28709 -3.23967 -0.03712 -0.1 1.2 0.2
H -4.51206 -0.21957 -0.11042 1.8 -0.7 0.7
H 3.37435 2.05745 -0.81657 0.0 0.3 -0.9
H -1.19140 1.49644 2.31363 -0.4 -0.7 -0.3
H -3.91838 -2.34900 -0.79107 0.2 0.1 -0.3
H -2.15437 -1.89867 -0.97137 -2.8 0.2 0.4
H 2.57840 0.88550 0.00966 -0.2 0.2 -0.2
H 1.18138 3.12443 -0.04808 0.4 1.9 1.2
H 0.04682 1.91971 1.11380 -2.1 -1.0 0.9
```
Forces are in eV/Å.